Record 1
Below is the molecule CH3IOS2 in a non-equilibrium geometry, with properties calculated with wB97M-V/def2-TZVPD.

Each line ends with the natural charge from an NBO analysis.
Element x y z (Å)
1 C 0.14554 -0.70145 0.30749  -0.67
2 O 1.78117 1.19791 0.62698  -0.96
3 S -2.64147 1.29092 -0.32800  -0.60
4 S 0.65340 1.01474 -0.27443  1.15
5 I -2.14787 -0.94657 -0.10047  0.61
6 H 0.77671 -1.36635 -0.26932  0.23
7 H 0.16850 -0.65244 1.37789  0.24
8 H 1.26403 0.16322 -1.34014  -0.01

The calculation puts the HOMO energy at -0.310 hartree. The LUMO energy comes out at -0.984 eV. As for the frontier orbital gap: 7.45 eV. For the calculated total energy, the calculation gives -1209.058781 Eh. The spin multiplicity is 1. The energy relative to the best compared isomer or geometry (same formula, charge and spin) comes out at 84.3 kcal/mol. The value obtained for the strongest force on any atom is 3.577 eV Å⁻¹.

---

Record 2
Below is a 2-piece molecular cluster, CH3IS2 overall in a non-equilibrium geometry, with properties calculated with wB97M-V/def2-TZVPD.

Each line ends with the natural charge from an NBO analysis.
Element x y z (Å)
1 C 1.32719 0.37043 0.69457  -0.70
2 S 0.80453 -2.07315 -0.87054  -0.38
3 S 0.92184 -0.17213 -0.74728  0.59
4 I -3.76765 0.77196 -0.15160  -0.11
5 H 1.40909 1.48504 0.86557  0.24
6 H 1.98083 -0.31393 1.31439  0.24
7 H -2.67584 -0.06823 -1.10511  0.11

The calculation puts the HOMO energy at -0.333 hartree. The LUMO energy comes out at -1.036 eV. As for the frontier orbital gap: 8.02 eV. For the calculated total energy, the calculation gives -1133.902319 Eh. The spin multiplicity is 1. The energy relative to the best compared isomer or geometry (same formula, charge and spin) comes out at 36.1 kcal/mol. The value obtained for the strongest force on any atom is 2.753 eV Å⁻¹.

---

Record 3
Below is CH3N2O as an isolated structure in a non-equilibrium geometry, with properties calculated with wB97M-V/def2-TZVPD.

Each line ends with the natural charge from an NBO analysis.
Element x y z (Å)
1 C 0.25981 0.64330 1.25448  0.40
2 N 0.06004 -0.98850 -2.66949  0.26
3 N -0.48066 -0.96851 -1.71156  -0.07
4 O -0.55326 -0.02253 0.54861  -0.51
5 H -0.18592 0.85940 2.20599  0.22
6 H 1.34568 0.81240 0.91169  0.22
7 H -0.44570 -0.33555 -0.53973  0.48

The calculation puts the HOMO energy at -0.686 hartree. The LUMO energy comes out at -6.459 eV. As for the frontier orbital gap: 12.20 eV. For the calculated total energy, the calculation gives -224.328323 Eh. The spin multiplicity is 1. The energy relative to the best compared isomer or geometry (same formula, charge and spin) comes out at 11.5 kcal/mol. The value obtained for the strongest force on any atom is 3.133 eV Å⁻¹. Its net charge is +1.

---

Record 4
Below is CH3N2O as an isolated structure in a non-equilibrium geometry, with properties calculated with wB97M-V/def2-TZVPD.

Each line ends with the natural charge from an NBO analysis.
Element x y z (Å)
1 C 0.19447 -0.16764 0.02440  0.78
2 N 1.20880 0.73099 -0.17049  -0.25
3 N -1.02792 -0.42408 -0.27241  -0.70
4 O 1.31062 -0.70071 0.28548  -0.22
5 H 1.52815 1.66465 0.73929  0.46
6 H -1.78737 0.22640 -0.18185  0.46
7 H -1.42674 -1.32960 -0.42442  0.46

The calculation puts the HOMO energy at -0.624 hartree. The LUMO energy comes out at -5.455 eV. As for the frontier orbital gap: 11.54 eV. For the calculated total energy, the calculation gives -224.216007 Eh. The spin multiplicity is 1. The energy relative to the best compared isomer or geometry (same formula, charge and spin) comes out at 82.0 kcal/mol. The value obtained for the strongest force on any atom is 5.175 eV Å⁻¹. Its net charge is +1.

---

Record 5
Below is a 2-piece molecular cluster, CH3N2O2 overall in a non-equilibrium geometry, with properties calculated with wB97M-V/def2-TZVPD.

Each line ends with the natural charge from an NBO analysis.
Element x y z (Å)
1 C 1.78410 0.04136 -0.18335  -0.53
2 N -0.74093 -0.82274 -0.21310  -0.28
3 N -1.62368 -0.01418 0.15158  0.48
4 O -2.83096 -0.27947 -0.16023  -0.60
5 O -1.35085 1.01334 0.75577  -0.57
6 H 1.07669 0.21649 -0.96445  0.19
7 H 2.10663 -0.90402 0.05821  0.15
8 H 1.57899 0.74921 0.55555  0.16

The calculation puts the HOMO energy (alpha / beta) at -0.148 / -0.146 hartree. The LUMO energy (alpha / beta) comes out at 3.875 / 4.670 eV. As for the frontier orbital gap (alpha / beta): 7.89 / 8.64 eV. For the calculated total energy, the calculation gives -299.697120 Eh. The spin multiplicity is 1. The energy relative to the best compared isomer or geometry (same formula, charge and spin) comes out at 146.3 kcal/mol. The value obtained for the strongest force on any atom is 2.375 eV Å⁻¹. Its net charge is -1.

---

Record 6
Below is an isolated ion of composition CH3N2O2 and charge +1 in a non-equilibrium geometry, with properties calculated with wB97M-V/def2-TZVPD.

Each line ends with the natural charge from an NBO analysis.
Element x y z (Å)
1 C 0.11104 -0.72247 0.25845  0.20
2 N 0.98834 0.41654 0.22132  -0.13
3 N -0.98868 -0.49759 -0.18458  -0.46
4 O 2.26481 0.43973 -0.18032  0.26
5 O 2.91324 -0.61104 -0.03140  0.00
6 H 0.48201 -1.69758 0.60134  0.26
7 H 0.46086 1.32037 0.00055  0.45
8 H -1.38514 0.37762 -0.70078  0.42

The calculation puts the HOMO energy (alpha / beta) at -0.603 / -0.603 hartree. The LUMO energy (alpha / beta) comes out at -9.210 / -9.201 eV. As for the frontier orbital gap (alpha / beta): 7.20 / 7.21 eV. For the calculated total energy, the calculation gives -299.313628 Eh. The spin multiplicity is 1. The energy relative to the best compared isomer or geometry (same formula, charge and spin) comes out at 147.5 kcal/mol. The value obtained for the strongest force on any atom is 4.825 eV Å⁻¹. Its net charge is +1.

---

Record 7
Below is an isolated ion of composition CH3N2O2S and charge -1 in a non-equilibrium geometry, with properties calculated with wB97M-V/def2-TZVPD.

Each line ends with the natural charge from an NBO analysis.
Element x y z (Å)
1 C -0.57048 -1.27753 -0.91202  -0.47
2 N -0.53135 0.00877 -0.34610  -0.25
3 N 0.66945 0.30998 0.36057  -0.50
4 O 1.95634 2.07265 1.50001  -1.03
5 O -0.44681 2.43548 1.08757  -1.02
6 S 0.60017 1.51102 1.47662  1.70
7 H -0.16468 -1.95533 -0.12201  0.20
8 H 0.13513 -1.60853 -1.75990  0.18
9 H -1.64777 -1.49649 -1.28476  0.19

The calculation puts the HOMO energy (alpha / beta) at -0.127 / -0.124 hartree. The LUMO energy (alpha / beta) comes out at 3.814 / 3.660 eV. As for the frontier orbital gap (alpha / beta): 7.28 / 7.04 eV. For the calculated total energy, the calculation gives -698.018095 Eh. The spin multiplicity is 1. The energy relative to the best compared isomer or geometry (same formula, charge and spin) comes out at 75.1 kcal/mol. The value obtained for the strongest force on any atom is 7.840 eV Å⁻¹. Its net charge is -1.

---

Record 8
Below is an isolated ion of composition CH3N2O2S and charge +1 in a non-equilibrium geometry, with properties calculated with wB97M-V/def2-TZVPD.

Each line ends with the natural charge from an NBO analysis.
Element x y z (Å)
1 C -0.96023 1.97848 -0.23459  0.42
2 N -0.43684 1.04539 0.10836  -0.46
3 N -0.05711 -1.52739 0.22816  -1.05
4 O 1.37430 -0.28694 -1.17849  -0.80
5 O 1.65265 0.04974 1.32468  -0.75
6 S 0.94350 -0.37515 0.08943  2.46
7 H -1.48245 2.75999 -0.60760  0.27
8 H -0.43267 -1.76247 -0.71147  0.45
9 H -0.60115 -1.88166 0.98153  0.47

The calculation puts the HOMO energy at -0.646 hartree. The LUMO energy comes out at -5.061 eV. As for the frontier orbital gap: 12.51 eV. For the calculated total energy, the calculation gives -697.703218 Eh. The spin multiplicity is 1. The energy relative to the best compared isomer or geometry (same formula, charge and spin) comes out at 48.2 kcal/mol. The value obtained for the strongest force on any atom is 10.550 eV Å⁻¹. Its net charge is +1.